The following is a DFT calculation (the ωB97M-V functional and the def2-TZVPD basis) of 15 unconnected molecules or ions with the total composition H30O15 in a non-equilibrium geometry.

ORCA input file:
```
! RIJCOSX wB97M-V def2-TZVPD def2/J DEFGRID3
* xyz 0 1
H 4.08 -0.71 1.43
H -1.62 2.52 -4.14
O -0.73 -2.63 0.79
H 3.38 -3.37 2.68
O -0.75 -1.82 3.15
O 4.25 0.22 1.81
O -1.11 1.73 -4.55
O 1.76 -0.85 -1.69
O 3.81 -2.58 2.57
H -2.66 -1.35 -0.85
O 1.94 3.69 -0.86
O -1.35 3.61 0.03
H -0.13 -2.49 3.38
H -1.91 -3.26 -1.69
H 0.87 -0.80 -2.17
H -0.02 -0.02 0.54
H 2.50 2.94 -0.80
O -2.81 -3.74 -1.62
O -3.62 2.10 -1.09
H -2.06 2.50 -1.95
H 2.19 4.38 -1.51
H -0.64 2.13 -5.30
O 0.88 1.32 4.99
H -1.94 3.15 0.60
H 0.63 2.13 5.49
H -1.36 -2.06 0.46
O -3.48 -1.14 -0.37
H -0.67 2.44 -2.55
H 1.55 -0.93 -0.76
H -3.84 1.62 -1.84
H 2.76 -2.35 -0.58
O 0.31 0.53 -0.11
O 3.52 -2.73 -0.15
H 3.19 -1.89 2.83
H 0.94 1.63 4.09
H -2.47 -4.61 -1.68
H -4.09 2.93 -1.14
O -1.55 2.05 -2.57
H -1.07 -2.62 1.68
H 3.18 -3.49 0.43
H -0.45 0.72 -0.71
H -0.80 -1.24 3.93
H -4.08 -1.34 -1.01
H 4.32 0.77 1.07
H -0.85 2.91 -0.23
*
```

frontier orbital gap = 0.3868 Eh
ΔE to the lowest compared entry with this formula, charge and spin = 126.19 kcal/mol
energy = -31196.19346 eV
lowest unoccupied orbital energy = -0.005 hartree